1.
# C36H32CeCl2N8O4S4

C36H32CeCl2N8O4S4 as an isolated structure in a non-equilibrium geometry (the ωB97M-V functional and the def2-TZVPD basis, OMol25).

Output
- Maximum force: 1.72 eV Å⁻¹
- Calculated total energy: -139285.92136 eV
- Energy above the lowest of the compared OMol25 structures with the same formula, charge and spin: 0.0 kJ/mol
- ⟨S²⟩: 0.751
- Kohn-Sham gap (alpha / beta): 6.9 / 7.0 eV

The geometry in ORCA input format:
```
! wB97M-V def2-TZVPD RIJCOSX def2/J DEFGRID3
* xyz -1 2
Ce 0.529 0.430 0.148
O 0.764 4.349 -2.609
C -0.340 4.966 -2.162
C -0.874 5.976 -2.967
C -2.015 6.645 -2.579
C -2.650 6.329 -1.378
C -2.119 5.332 -0.583
C -0.970 4.633 -0.951
C -0.427 3.541 -0.101
O 0.654 2.950 -0.438
N -1.119 3.274 1.000
N -0.515 2.237 1.672
C -0.786 2.093 2.904
C -0.133 1.010 3.665
C -0.374 0.879 5.022
C 0.251 -0.143 5.720
C 1.103 -0.986 5.034
C 1.292 -0.780 3.672
N 0.687 0.187 2.992
H 0.982 3.642 -1.948
H -0.374 6.198 -3.900
H -2.421 7.419 -3.218
H -3.545 6.853 -1.073
H -2.587 5.079 0.359
H -1.475 2.772 3.409
H -1.054 1.563 5.512
H 0.071 -0.275 6.778
H 1.615 -1.802 5.523
H 1.949 -1.434 3.114
C 4.480 -5.091 -4.313
C 3.919 -4.428 -3.084
C 4.392 -4.757 -1.818
C 3.881 -4.144 -0.683
C 2.875 -3.197 -0.821
C 2.384 -2.857 -2.077
C 2.915 -3.471 -3.195
S 2.260 -2.383 0.611
O 0.810 -2.475 0.621
O 3.000 -2.940 1.721
N 2.466 -0.837 0.428
C 3.557 -0.013 0.636
C 4.894 -0.388 0.756
C 5.826 0.621 0.888
C 5.419 1.952 0.894
C 4.067 2.221 0.784
N 3.153 1.262 0.679
H 5.472 -5.500 -4.124
H 4.554 -4.383 -5.138
H 3.841 -5.912 -4.643
H 5.182 -5.491 -1.719
H 4.252 -4.387 0.300
H 1.618 -2.099 -2.183
H 2.560 -3.171 -4.173
H 5.171 -1.432 0.734
H 6.877 0.373 0.975
H 6.128 2.764 0.977
H 3.690 3.235 0.785
Cl -1.215 -1.712 -1.487
C -2.094 -2.691 -0.346
C -2.453 -3.955 -0.772
C -3.208 -4.767 0.063
C -3.584 -4.278 1.302
C -3.200 -3.006 1.694
Cl -3.733 -2.491 3.283
C -2.430 -2.144 0.904
S -1.976 -0.546 1.422
H -2.134 -4.294 -1.747
H -3.495 -5.761 -0.248
H -4.171 -4.879 1.982
S 3.085 0.155 -4.271
C 2.043 0.359 -3.026
N 1.286 0.443 -2.135
S -1.903 1.507 -1.934
C -3.350 1.268 -1.086
N -4.213 0.310 -1.462
C -5.439 -0.025 -0.758
C -5.311 0.374 0.702
C -4.848 1.818 0.798
N -3.682 2.033 -0.041
H -3.876 -0.270 -2.214
H -5.596 -1.101 -0.848
H -6.291 0.478 -1.228
H -4.570 -0.266 1.183
H -6.266 0.251 1.214
H -4.568 2.065 1.822
H -5.652 2.501 0.500
H -2.920 2.615 0.301
*
```

---

2.
# CH4N3O

An isolated ion of composition CH4N3O and charge +1 in a non-equilibrium geometry (the ωB97M-V functional and the def2-TZVPD basis, OMol25).

Output
- Maximum force: 5.92 eV Å⁻¹
- Calculated total energy: -7606.35166 eV
- Energy above the lowest of the compared OMol25 structures with the same formula, charge and spin: 642.2 kJ/mol
- Kohn-Sham gap (alpha / beta): 8.9 / 8.8 eV

The geometry in ORCA input format:
```
! wB97M-V def2-TZVPD RIJCOSX def2/J DEFGRID3
* xyz 1 1
C -0.474 -0.359 0.086
N 2.010 0.463 0.049
N -0.082 1.060 -0.012
N -1.675 -0.689 -0.295
O 1.140 1.312 0.091
H 0.357 -0.907 0.685
H 2.953 0.899 0.302
H -2.050 -1.628 0.109
H -2.180 -0.152 -1.014
*
```

---

3.
# C13H10N2O5

C13H10N2O5 in the gas phase in a non-equilibrium geometry (the ωB97M-V functional and the def2-TZVPD basis, OMol25).

Output
- Maximum force: 3.09 eV Å⁻¹
- Calculated total energy: -26857.21095 eV
- Energy above the lowest of the compared OMol25 structures with the same formula, charge and spin: 146.9 kJ/mol
- Kohn-Sham gap: 7.9 eV
- SMILES: COCC1=C(O)C(=O)c2cc(N)cc(N=C=O)c2C1=O

The geometry in ORCA input format:
```
! wB97M-V def2-TZVPD RIJCOSX def2/J DEFGRID3
* xyz 0 1
C 4.226 -1.600 -0.692
O 3.907 -0.221 -0.935
C 3.220 0.404 0.145
C 1.701 0.714 -0.137
C 1.214 2.002 -0.157
O 2.017 3.141 0.031
C -0.309 2.283 -0.393
O -0.765 3.287 -0.892
C -1.318 1.147 0.026
C -2.715 1.390 0.395
C -3.663 0.294 0.768
N -5.025 0.584 1.105
C -3.144 -1.110 0.741
C -1.741 -1.340 0.364
N -1.223 -2.734 0.308
C -1.405 -3.075 -0.893
O -1.217 -3.238 -2.027
C -0.801 -0.256 0.016
C 0.705 -0.470 -0.363
O 1.124 -1.519 -0.813
H 4.134 -1.930 0.378
H 5.322 -1.730 -0.967
H 3.646 -2.291 -1.366
H 3.289 -0.128 1.133
H 3.718 1.412 0.300
H 2.570 3.274 -0.767
H -3.098 2.440 0.383
H -5.467 -0.201 1.585
H -5.058 1.413 1.703
H -3.846 -1.939 1.021
*
```

---

4.
# C44H88O33

A 11-piece molecular cluster, C44H88O33 overall in a non-equilibrium geometry (the ωB97M-V functional and the def2-TZVPD basis, OMol25).

Output
- Maximum force: 5.86 eV Å⁻¹
- Calculated total energy: -114617.34267 eV
- Energy above the lowest of the compared OMol25 structures with the same formula, charge and spin: 715.6 kJ/mol
- Kohn-Sham gap: 10.7 eV
- SMILES: CCOC(=O)OC.CCOC(=O)OC.CCOC(=O)OC.CCOC(=O)OC.CCOC(=O)OC.CCOC(=O)OC.CCOC(=O)OC.CCOC(=O)OC.CCOC(=O)OC.CCOC(=O)OC.CCOC(=O)OC

The geometry in ORCA input format:
```
! wB97M-V def2-TZVPD RIJCOSX def2/J DEFGRID3
* xyz 0 1
C 4.702 -13.702 0.903
C 4.080 -12.402 1.269
O 3.671 -11.780 0.056
C 3.500 -10.470 0.104
O 3.371 -9.924 1.158
O 3.598 -9.912 -1.087
C 3.449 -8.469 -1.220
H 5.438 -13.734 0.099
H 3.954 -14.475 0.727
H 5.189 -14.102 1.792
H 4.749 -11.729 1.806
H 3.301 -12.795 1.922
H 2.392 -8.244 -1.360
H 4.143 -8.155 -2.000
H 3.825 -7.972 -0.326
C 6.124 2.377 3.536
C 4.725 1.849 3.924
O 4.675 0.507 3.608
C 3.579 -0.354 3.895
O 2.518 0.003 4.425
O 3.874 -1.571 3.470
C 2.973 -2.684 3.651
H 6.930 1.886 4.082
H 6.252 3.455 3.637
H 6.433 2.320 2.492
H 3.959 2.428 3.407
H 4.655 1.992 5.002
H 2.595 -3.034 2.690
H 2.159 -2.299 4.265
H 3.434 -3.550 4.125
C 4.590 9.098 3.519
C 3.672 8.432 2.460
O 4.366 7.814 1.379
C 3.775 6.781 0.762
O 2.693 6.288 0.956
O 4.619 6.344 -0.185
C 4.238 5.260 -1.016
H 5.436 9.575 3.025
H 4.896 8.274 4.164
H 4.087 9.794 4.190
H 3.111 9.181 1.902
H 2.903 7.819 2.930
H 4.066 4.421 -0.342
H 4.956 5.080 -1.815
H 3.323 5.481 -1.567
C -3.186 -1.642 6.179
C -3.891 -0.813 7.205
O -4.169 -1.709 8.274
C -4.525 -1.409 9.500
O -4.656 -0.291 10.010
O -4.706 -2.575 10.066
C -5.021 -2.588 11.496
H -3.543 -2.652 5.978
H -2.165 -1.795 6.528
H -3.051 -1.132 5.225
H -4.823 -0.432 6.789
H -3.265 0.051 7.429
H -4.404 -1.856 12.017
H -4.817 -3.554 11.957
H -6.086 -2.442 11.677
C -1.176 -7.560 -8.996
C -0.020 -7.405 -8.066
O 0.777 -8.555 -8.007
C 1.995 -8.601 -7.353
O 2.577 -7.667 -6.841
O 2.426 -9.883 -7.310
C 3.735 -10.154 -6.790
H -0.826 -7.453 -10.023
H -2.017 -6.901 -8.781
H -1.748 -8.469 -8.811
H -0.299 -7.115 -7.053
H 0.633 -6.675 -8.545
H 3.862 -11.235 -6.730
H 3.925 -9.719 -5.809
H 4.542 -9.757 -7.406
C -3.426 10.500 3.360
C -2.660 9.512 2.602
O -3.091 9.329 1.270
C -3.624 8.157 0.886
O -3.720 7.171 1.600
O -4.014 8.165 -0.406
C -4.905 7.192 -0.888
H -4.290 10.917 2.842
H -2.806 11.309 3.747
H -3.903 9.942 4.166
H -2.288 8.673 3.191
H -1.668 9.963 2.568
H -4.483 6.197 -0.748
H -5.102 7.413 -1.937
H -5.900 7.173 -0.442
C -1.599 0.979 -0.584
C -0.132 1.145 -0.804
O 0.274 0.847 -2.183
C 0.549 -0.396 -2.444
O 0.876 -1.252 -1.577
O 0.693 -0.545 -3.800
C 1.357 -1.688 -4.398
H -2.211 1.525 -1.302
H -1.723 1.396 0.415
H -1.988 -0.038 -0.637
H 0.444 0.703 0.009
H 0.060 2.218 -0.799
H 2.059 -1.490 -5.208
H 0.501 -2.174 -4.866
H 1.780 -2.394 -3.684
C -4.809 0.556 -5.066
C -5.950 0.555 -6.093
O -5.838 1.619 -7.053
C -6.049 2.853 -6.789
O -6.328 3.410 -5.713
O -5.892 3.513 -7.931
C -6.033 4.961 -7.902
H -4.482 1.545 -4.744
H -4.083 -0.060 -5.597
H -5.147 0.000 -4.191
H -6.904 0.648 -5.575
H -6.076 -0.391 -6.621
H -5.783 5.449 -8.844
H -5.382 5.402 -7.147
H -7.042 5.250 -7.610
C -8.953 2.399 1.530
C -9.424 3.292 2.709
O -10.465 4.193 2.328
C -11.240 4.960 3.144
O -11.002 5.336 4.304
O -12.255 5.382 2.454
C -13.269 6.248 3.057
H -9.652 1.606 1.263
H -7.989 1.925 1.712
H -8.994 3.005 0.625
H -8.560 3.883 3.013
H -9.795 2.722 3.561
H -12.969 6.666 4.017
H -14.225 5.731 3.137
H -13.619 7.042 2.397
C 4.219 3.174 9.727
C 3.232 4.379 9.880
O 2.043 4.189 9.222
C 1.968 4.523 7.979
O 2.825 5.208 7.342
O 0.847 3.931 7.470
C 0.586 4.179 6.110
H 5.166 3.203 10.266
H 4.437 2.932 8.687
H 3.663 2.325 10.125
H 3.714 5.300 9.552
H 3.144 4.514 10.957
H 0.170 3.222 5.796
H 1.456 4.370 5.483
H -0.079 5.033 5.982
C 7.162 -4.071 -7.991
C 7.929 -5.369 -8.444
O 8.404 -5.154 -9.737
C 8.729 -6.187 -10.579
O 8.868 -7.453 -10.353
O 8.963 -5.669 -11.808
C 9.337 -6.588 -12.879
H 6.351 -3.771 -8.654
H 7.850 -3.227 -8.038
H 6.795 -4.056 -6.965
H 7.237 -6.205 -8.340
H 8.725 -5.699 -7.776
H 9.000 -6.103 -13.795
H 8.930 -7.595 -12.781
H 10.422 -6.591 -12.981
*
```

---

5.
# C3H4N2O

C3H4N2O in the gas phase in a non-equilibrium geometry (the ωB97M-V functional and the def2-TZVPD basis, OMol25).

Output
- Maximum force: 7.55 eV Å⁻¹
- Calculated total energy: -8201.42104 eV
- Energy above the lowest of the compared OMol25 structures with the same formula, charge and spin: 237.8 kJ/mol
- Kohn-Sham gap: 11.5 eV
- SMILES: Cc1ncon1

The geometry in ORCA input format:
```
! wB97M-V def2-TZVPD RIJCOSX def2/J DEFGRID3
* xyz 0 1
C 1.104 -0.754 -0.937
C 0.166 -0.052 -0.092
N -1.072 0.446 -0.386
C -1.521 0.841 0.766
O -0.618 0.850 1.590
N 0.552 0.314 1.108
H 0.535 -1.117 -1.733
H 1.498 -1.597 -0.285
H 1.910 -0.144 -1.114
H -2.554 1.213 1.084
*
```

---

6.
# C5H8O

C5H8O in the gas phase (the ωB97M-V functional and the def2-TZVPD basis, OMol25).

Output
- Maximum force: 0.53 eV Å⁻¹
- Calculated total energy: -7361.11879 eV
- Energy above the lowest of the compared OMol25 structures with the same formula, charge and spin: 109.7 kJ/mol
- Kohn-Sham gap: 10.6 eV
- SMILES: C=C[C@H](C)C=O

The geometry in ORCA input format:
```
! wB97M-V def2-TZVPD RIJCOSX def2/J DEFGRID3
* xyz 0 1
C -0.201 -1.964 -0.209
C -0.710 -0.798 -0.590
C -0.110 0.558 -0.306
C 1.342 0.553 0.167
C -1.001 1.315 0.674
O -2.195 1.175 0.760
H 0.734 -2.045 0.341
H -0.717 -2.895 -0.426
H -1.660 -0.777 -1.119
H -0.160 1.152 -1.234
H 1.469 -0.038 1.081
H 1.999 0.137 -0.602
H 1.679 1.574 0.382
H -0.467 2.046 1.322
*
```